No. 1
7
Properties=species:S:1:pos:R:3:nbo_charge:R:1 method="wB97M-V/def2-TZVPD" relative_energy_ev=3.5810 lumo_ev=0.13 largest_force_ev_per_a=5.22 homo_ev=-10.769 spin_multiplicity=1 gap_ev=10.9 mol_weight_g_mol=70.05 energy_ha=-262.0323
C -1.782 -1.132 0.904 0.26
C 0.474 0.453 -0.621 0.40
N -1.251 -0.681 -0.051 -0.38
N -0.723 0.197 -0.804 -0.27
O 1.183 0.269 0.524 -0.69
H 1.274 -0.565 0.935 0.50
H 0.825 1.459 -0.887 0.18

=====

No. 2
49
Properties=species:S:1:pos:R:3:nbo_charge:R:1 method="wB97M-V/def2-TZVPD" charge=+3 lumo_ev=-11.32 largest_force_ev_per_a=6.12 homo_ev=-17.407 spin_multiplicity=1 gap_ev=6.1 mol_weight_g_mol=542.02 energy_ha=-2108.8938
C 5.023 -1.804 -1.943 -0.83
C 4.309 -1.290 -0.816 1.01
H 6.088 -1.979 -1.675 0.38
H 4.949 -1.049 -2.751 0.36
H 4.538 -2.758 -2.231 0.36
O 3.656 -0.867 0.054 -0.28
I -0.242 -0.799 -2.830 -0.18
Sn 0.125 -0.075 -0.146 0.38
P -0.297 -2.518 0.816 1.08
C -0.752 -2.746 2.561 -0.96
C -1.685 -3.259 -0.111 -0.95
H -1.764 -4.307 0.216 0.29
H 0.659 -4.716 0.924 0.29
H -1.454 -3.225 -1.184 0.28
H 1.244 -3.835 -0.497 0.26
H -1.740 -2.334 2.801 0.29
H -2.638 -2.735 0.053 0.27
C 1.014 -3.738 0.570 -0.96
H -0.755 -3.820 2.794 0.29
H 1.907 -3.428 1.127 0.25
H -0.006 -2.258 3.201 0.26
P 0.894 2.414 -0.679 1.08
C 0.808 3.693 0.610 -0.96
C 2.553 2.636 -1.365 -0.96
H -0.108 2.371 -2.878 0.28
H 0.254 4.038 -2.315 0.29
H -1.214 3.164 -1.730 0.27
C -0.159 3.060 -2.024 -0.95
H 2.663 2.048 -2.283 0.26
H 2.690 3.694 -1.630 0.29
H 1.284 4.612 0.239 0.29
H 1.357 3.356 1.497 0.26
H 3.297 2.325 -0.622 0.25
H -0.222 3.930 0.907 0.29
C 1.245 0.342 2.147 0.55
O 1.816 0.502 3.141 -0.35
C -3.307 0.410 -1.296 -1.13
Si -2.379 0.672 0.316 1.33
C -2.460 2.453 0.895 -1.14
C -3.131 -0.307 1.727 -1.14
H -2.907 1.023 -2.111 0.25
H -4.348 0.717 -1.127 0.29
H -3.314 -0.641 -1.605 0.25
H -3.500 2.619 1.225 0.29
H -1.816 2.616 1.773 0.24
H -2.232 3.216 0.140 0.24
H -4.094 0.181 1.959 0.29
H -3.342 -1.365 1.520 0.24
H -2.510 -0.237 2.635 0.24

=====

No. 3
30
Properties=species:S:1:pos:R:3:nbo_charge:R:1 method="wB97M-V/def2-TZVPD" relative_energy_ev=2.8328 lumo_ev=0.35 largest_force_ev_per_a=4.01 homo_ev=-8.854 spin_multiplicity=1 gap_ev=9.2 mol_weight_g_mol=237.28 smiles="C=CC(=O)OS(=O)(=O)C(C)=O.CN(C)C" energy_ha=-1142.8374
C -5.208 1.050 -0.356 -0.29
C -4.380 0.063 -0.515 -0.34
C -3.064 0.108 0.087 0.76
O -2.882 0.667 1.130 -0.57
O -2.198 -0.768 -0.483 -0.72
S -0.646 -1.223 -0.016 2.17
O -0.674 -1.600 1.379 -0.91
O -0.318 -2.221 -1.022 -0.89
C 0.030 0.583 -0.279 0.50
C 0.008 1.354 1.020 -0.75
O -0.024 0.977 -1.381 -0.54
H -6.292 0.932 -0.625 0.21
H -4.943 2.087 0.079 0.22
H -4.694 -0.916 -1.062 0.24
H -1.009 1.272 1.342 0.29
H 0.627 0.748 1.752 0.24
H 0.332 2.321 0.869 0.23
C 2.514 -1.144 -1.415 -0.44
N 2.317 -0.274 -0.188 -0.43
C 2.538 -1.049 1.034 -0.44
C 3.085 0.963 -0.119 -0.42
H 1.581 -1.590 -1.531 0.24
H 2.741 -0.477 -2.292 0.21
H 3.141 -1.910 -1.023 0.19
H 3.601 -1.311 0.969 0.18
H 2.286 -0.244 1.800 0.19
H 1.943 -1.976 1.298 0.24
H 3.948 0.709 -0.733 0.20
H 2.478 1.709 -0.609 0.20
H 3.159 1.158 0.891 0.20